1.
The following is a DFT calculation (ωB97M-V/def2-TZVPD) of 2 unconnected molecules or ions with the total composition C6H13NO in a non-equilibrium geometry.

The geometry in ORCA input format:
```
! RIJCOSX wB97M-V def2-TZVPD def2/J DEFGRID3
* xyz 0 1
O -2.08 -2.23 5.77
N 0.99 -1.22 -0.85
C 1.67 1.71 -0.48
C 1.44 3.25 -0.28
C -1.58 -1.72 -1.61
C -0.94 -0.59 -2.01
C 0.25 -0.18 -1.35
C 0.58 1.14 -1.23
H 2.32 3.87 0.05
H 1.78 1.26 0.52
H -1.30 -2.37 -0.81
H -2.34 -1.98 -2.17
H -1.37 0.04 -2.82
H 1.14 3.78 -1.25
H -3.11 -2.40 5.77
H 1.83 -1.04 -0.45
H -1.90 -1.33 6.15
H 0.66 3.50 0.43
H -0.24 1.80 -1.61
H 1.20 -1.92 -1.45
H 2.58 1.51 -0.86
*
```

## Properties
* ΔE to the lowest compared entry with this formula, charge and spin: 305.9 kJ/mol
* orbital gap: 0.317 Eh

Atomic partial charges in e from the Mulliken method, atoms 1 to 4: O -0.662; N -0.541; C -0.315; C -1.280


2.
The following is a DFT calculation (ωB97M-V/def2-TZVPD) of 16 unconnected molecules or ions with the total composition C55H104Cl12O39 in a non-equilibrium geometry.

The geometry in ORCA input format:
```
! RIJCOSX wB97M-V def2-TZVPD def2/J DEFGRID3
* xyz 0 1
Cl 7.75 22.71 20.16
Cl 6.75 20.60 25.88
Cl 7.17 19.60 23.24
Cl 1.84 22.54 29.46
Cl 2.74 23.28 26.81
Cl 10.16 21.29 20.94
Cl 8.77 21.93 24.33
Cl 5.90 22.11 23.64
Cl 10.13 23.27 18.78
Cl 2.25 25.42 28.75
Cl 9.79 24.26 21.55
Cl 0.04 23.81 27.72
O 2.68 22.95 23.77
O 1.07 15.98 23.98
O 12.69 18.52 20.71
O 12.62 26.71 23.80
O 8.57 15.49 22.22
O 13.15 28.29 22.42
O 11.06 19.39 27.43
O 3.76 28.92 26.97
O 9.28 15.29 26.05
O 8.01 17.55 17.24
O 9.09 13.34 22.82
O 4.28 18.01 29.44
O 6.32 18.49 29.42
O 10.64 14.43 27.56
O 0.24 15.82 26.13
O 8.45 27.30 21.37
O 6.46 17.63 15.51
O 6.64 23.67 27.81
O 5.55 16.86 27.93
O 1.31 17.59 25.56
O 8.39 14.08 27.78
O 7.55 22.36 29.40
O 11.63 28.73 24.11
O 6.23 27.61 21.89
O 8.73 17.33 15.18
O 5.26 22.63 29.18
O 10.71 14.60 22.16
O 11.89 21.39 26.63
O 1.64 22.30 21.84
O 10.86 21.21 28.66
O 3.08 16.98 21.05
O 4.93 26.91 27.27
O 5.25 17.34 21.49
O 3.81 27.34 25.35
O 12.76 19.52 22.66
O 0.95 24.08 22.87
O 6.99 25.64 21.10
O 4.30 18.80 20.07
O 13.98 20.43 21.01
C 11.32 20.69 27.50
C 5.43 17.70 28.85
C 7.87 23.79 27.12
C 12.42 27.99 23.54
C 12.87 18.38 19.34
C 7.19 21.05 24.24
C 3.13 17.26 28.98
C 7.61 24.66 25.87
C 2.67 21.39 21.42
C 10.61 18.60 25.16
C 4.15 17.81 20.82
C 9.36 14.55 22.33
C 7.61 17.52 15.92
C 13.08 20.51 23.60
C 7.67 13.03 23.01
C 4.21 27.66 26.62
C 12.40 24.59 25.03
C 11.96 26.07 24.84
C 7.73 19.47 18.88
C 0.86 24.90 24.04
C 8.02 15.74 25.62
C 1.74 23.77 28.22
C 5.71 25.05 20.92
C 4.33 26.12 24.73
C 10.80 22.57 28.85
C 2.06 18.42 24.67
C 5.33 15.98 22.02
C 2.70 19.43 25.61
C 6.55 22.93 28.91
C 0.89 16.41 25.09
C 8.67 17.28 13.78
C -0.37 14.61 25.97
C 11.53 18.64 18.65
C -0.23 25.93 23.77
C 13.27 19.53 21.45
C 4.60 15.88 23.35
C 10.84 13.47 28.67
C 12.97 29.62 21.94
C 8.82 28.68 21.52
C 11.27 15.85 21.75
C 9.33 14.59 27.22
C 11.74 14.12 29.68
C 7.59 12.03 24.19
C 7.69 18.42 29.01
C 9.49 22.86 20.43
C 1.83 17.30 20.38
C 3.89 29.44 28.27
C 1.84 23.09 22.89
C 5.12 30.36 28.05
C 5.05 21.46 29.97
C 7.13 26.93 21.47
C 8.78 29.54 20.26
C 7.26 18.12 18.34
C 8.51 17.57 30.01
C 11.58 18.62 26.36
H 0.65 24.22 24.87
H 13.67 18.98 18.90
H 11.78 16.44 22.52
H 10.78 18.03 19.16
H 10.64 16.57 21.24
H 13.06 21.52 23.19
H 8.19 19.38 28.89
H 1.45 18.92 23.91
H 8.18 29.06 22.31
H 7.73 12.54 25.14
H 7.04 13.88 23.27
H 11.30 23.27 28.18
H 11.42 22.69 29.74
H 6.62 11.53 24.23
H 5.05 31.07 27.23
H 4.97 15.15 21.40
H 0.98 16.79 20.83
H 0.17 13.80 25.48
H -1.20 25.45 23.91
H 8.72 18.07 30.95
H 8.83 30.60 20.49
H 9.72 29.36 19.74
H 11.91 13.40 30.48
H 1.58 18.35 20.27
H 6.96 25.51 26.04
H 7.35 12.49 22.12
H 7.06 19.89 19.63
H 12.43 23.93 24.17
H 7.12 17.36 19.12
H 4.44 25.28 25.42
H 7.80 20.08 17.98
H 8.12 16.56 30.16
H 7.81 18.01 28.00
H 8.32 11.22 24.06
H 11.13 14.86 30.20
H 9.51 17.42 29.61
H 8.00 29.26 19.56
H 12.32 20.60 24.37
H 11.58 18.52 17.57
H 5.57 24.02 21.26
H 1.90 16.86 19.38
H -0.20 26.49 22.84
H 9.76 28.83 22.05
H 14.03 20.16 24.01
H 3.25 20.22 25.09
H 12.02 15.67 20.98
H 10.16 19.53 24.84
H 12.34 26.64 25.69
H 13.48 29.48 20.98
H 8.19 22.79 26.84
H 9.75 22.85 29.00
H 4.55 20.77 29.28
H 12.59 18.93 26.11
H 2.71 17.88 23.99
H 13.49 30.30 22.62
H 3.01 20.78 22.26
H 3.41 18.86 26.20
H 5.39 30.82 29.00
H 11.72 24.20 25.79
H 4.87 14.93 23.81
H 7.14 24.02 25.13
H 8.89 18.23 13.31
H 11.69 17.61 26.77
H 7.26 14.96 25.63
H 1.97 19.92 26.25
H 5.91 20.92 30.36
H 8.54 25.08 25.48
H 2.18 17.78 28.97
H 2.90 16.38 29.59
H 13.42 24.58 25.40
H 8.12 16.14 24.61
H 6.40 15.82 22.13
H 4.86 25.57 21.36
H 4.84 16.64 24.09
H 7.86 16.72 13.31
H 5.24 26.22 24.15
H 1.80 25.42 24.19
H 8.66 19.27 19.40
H 7.70 16.51 26.32
H 9.76 17.99 25.45
H 9.54 16.72 13.43
H 3.57 21.95 21.18
H 12.71 14.54 29.42
H 2.98 30.04 28.38
H -1.18 14.87 25.29
H 11.46 12.67 28.25
H 3.62 25.75 23.99
H 3.55 15.73 23.08
H 6.01 29.82 27.73
H 3.93 28.64 29.01
H 9.92 13.06 29.07
H 3.24 16.94 27.95
H 13.13 17.35 19.09
H 4.28 21.51 30.74
H 10.88 26.16 24.75
H 11.06 18.14 24.28
H 11.94 29.95 21.84
H 2.34 20.75 20.60
H 11.24 19.68 18.82
H 6.24 18.17 17.96
H 5.40 25.00 19.88
H 8.65 24.19 27.78
H -0.21 26.62 24.61
H -0.93 14.32 26.86
*
```

## Properties
* orbital gap: 0.394 Eh

Atomic partial charges in e from the Mulliken method, atoms 1 to 4: Cl -0.103; Cl 0.659; Cl 0.754; Cl -0.105


3.
The following is a DFT calculation (ωB97M-V/def2-TZVPD) of 2 unconnected molecules or ions with the total composition C6H14N2 in a non-equilibrium geometry.

The geometry in ORCA input format:
```
! RIJCOSX wB97M-V def2-TZVPD def2/J DEFGRID3
* xyz 0 1
N 1.62 -0.61 -0.40
N 0.14 2.76 0.10
C 0.37 1.50 -0.59
C 0.65 0.25 1.58
C -0.46 -2.47 -0.17
C 0.99 0.41 0.29
C -0.95 1.04 -1.21
C -1.24 -1.84 0.74
H 0.31 -3.17 0.12
H 1.17 -0.51 2.16
H -1.67 0.83 -0.42
H 2.11 -0.34 -1.25
H -1.31 -2.27 1.73
H 1.08 1.71 -1.40
H -0.57 -2.32 -1.23
H 2.17 -1.23 0.17
H -0.55 0.02 1.61
H -2.16 -1.39 0.42
H -0.53 2.61 0.85
H -0.80 0.14 -1.80
H 0.99 3.09 0.54
H -1.34 1.81 -1.86
*
```

## Properties
* ΔE to the lowest compared entry with this formula, charge and spin: 328.3 kJ/mol
* orbital gap: 0.321 Eh

Atomic partial charges in e from the Mulliken method, atoms 1 to 4: N -0.345; N -0.711; C -0.035; C -1.003